Record 1
CH8N2O2 | ωB97M-V with the def2-TZVPD basis set

Cartesian coordinates (Å):
N: 2.02 -0.72 0.77
H: -4.09 1.66 -4.58
H: 2.18 0.01 2.66
N: 3.18 -1.95 2.40
C: 2.47 -0.94 2.09
H: -5.41 1.92 -3.73
H: 2.54 -1.51 0.27
O: -4.53 1.55 -3.79
H: 1.08 -0.48 0.48
H: 3.54 -1.95 3.31
O: -0.73 0.61 -0.07
H: -1.67 0.34 0.14
H: -0.57 1.47 0.06

Its HOMO energy (alpha / beta) is -13.37 / -13.37 eV. The value obtained for the gap between HOMO and LUMO (alpha / beta) is 9.0 / 4.1 eV. The value obtained for the relative energy (zero: lowest compared OMol25 entry of this formula, charge and spin) is 0.7561 eV. As for the spin multiplicity: 2. The charge is +1. Its expectation value of S² is 0.79.


Record 2
CH8N2OPS | ωB97M-V with the def2-TZVPD basis set

Cartesian coordinates (Å):
H: 0.48 -1.44 2.42
H: -2.34 0.86 -0.76
H: -1.30 2.27 -0.91
H: 1.86 -0.44 3.11
O: 0.67 -1.39 -0.06
H: 0.42 0.81 -1.69
S: -0.17 1.30 1.02
C: -1.34 1.25 -0.82
H: -0.80 0.28 -2.68
H: 0.71 -2.25 0.34
H: -0.60 -0.58 -1.40
N: 1.37 -0.84 2.31
P: 1.56 -0.24 0.82
N: -0.51 0.40 -1.70

Its HOMO energy is -12.87 eV. The value obtained for the gap between HOMO and LUMO is 8.9 eV. The SMILES is NP(O)SC[NH3+]. The value obtained for the relative energy (zero: lowest compared OMol25 entry of this formula, charge and spin) is 1.1384 eV. As for the spin multiplicity: 1. The charge is +1.